{"formula": "C10H32Fe2N14O12", "method": "ωB97M-V with the def2-TZVPD basis set", "lumo_energy_ha": [-0.051, -0.065], "multiplicity": 9, "homo_ev": [-7.4, -7.3], "de_lowest_ev": 6.442, "energy_ev": -125096.782, "symbols": ["Fe", "Fe", "O", "C", "C", "O", "H", "H", "H", "H", "C", "O", "O", "O", "C", "O", "N", "N", "H", "H", "H", "H", "C", "O", "N", "N", "H", "H", "H", "H", "C", "O", "N", "N", "H", "H", "H", "H", "C", "O", "N", "N", "H", "H", "H", "H", "C", "O", "N", "N", "H", "H", "H", "H", "C", "O", "N", "N", "H", "H", "H", "H", "C", "O", "N", "N", "H", "H", "H", "H"], "coordinates": [[5.5893, 36.8691, -11.1531], [6.6219, 35.8079, -14.0775], [6.0616, 37.7815, -13.0822], [5.8025, 38.6726, -14.1674], [6.4841, 38.3329, -15.5817], [6.7525, 36.9588, -15.8750], [6.0978, 39.6702, -13.8423], [4.7740, 38.7874, -14.5094], [7.5036, 38.7185, -15.5774], [5.9542, 38.7872, -16.4189], [5.0476, 34.7377, -12.4601], [6.2273, 34.9780, -12.2599], [4.8475, 34.6612, -13.6543], [4.2530, 35.4064, -11.7306], [1.1933, 38.1057, -12.9554], [0.5968, 38.4956, -13.9178], [1.3154, 36.8463, -12.8489], [1.7926, 38.8605, -12.0955], [1.7310, 36.3281, -12.0880], [0.9715, 36.3004, -13.6260], [2.3193, 38.4823, -11.3212], [1.8156, 39.8459, -12.3161], [9.8319, 36.5380, -13.6934], [8.7257, 36.1232, -13.3259], [10.9942, 36.1849, -13.0878], [10.1612, 37.5464, -14.5681], [11.9158, 36.5382, -13.3023], [10.8981, 35.5503, -12.3080], [11.1047, 37.8949, -14.6597], [9.3867, 38.0773, -14.9402], [1.7264, 35.1517, -15.5573], [0.7263, 35.2391, -16.1035], [2.9290, 35.5920, -16.0512], [2.0484, 34.5650, -14.3889], [3.6992, 35.3134, -15.4601], [2.9403, 36.1298, -16.9060], [3.0318, 34.5141, -14.1642], [1.3486, 34.2840, -13.7170], [1.0061, 34.2396, -10.0783], [-0.0785, 33.8067, -9.7428], [1.7228, 33.8825, -11.1548], [1.7253, 35.0034, -9.3536], [2.6015, 34.2715, -11.4656], [1.2149, 33.3179, -11.8207], [1.3251, 35.0806, -8.4295], [2.4167, 35.6076, -9.7744], [8.9031, 32.6667, -11.0643], [9.9356, 31.9874, -10.9609], [7.7939, 32.3856, -11.6147], [8.9052, 33.8404, -10.6229], [6.9886, 32.9919, -11.5519], [7.7295, 31.5584, -12.1907], [8.1837, 34.4058, -11.0471], [9.6464, 34.4434, -10.2955], [5.3698, 34.4205, -8.6107], [5.5050, 35.5409, -9.1726], [6.2820, 33.5010, -8.5667], [4.1766, 34.0124, -8.2796], [7.2117, 33.7930, -8.8321], [6.0472, 32.6426, -8.0891], [3.4801, 34.6914, -8.5517], [4.0790, 33.3882, -7.4917], [7.7903, 32.9227, -14.8846], [7.4569, 34.0699, -14.9330], [8.9896, 32.5572, -14.7290], [6.9839, 31.9113, -15.0947], [9.6714, 33.3005, -14.7827], [9.2055, 31.5713, -14.6916], [6.0122, 32.0638, -14.8650], [7.2564, 30.9439, -15.1949]], "forces_ev_per_a": [[0.18, -1.38, -2.37], [0.92, 1.66, -2.42], [-0.40, -1.53, 1.04], [-0.02, 0.33, -1.19], [1.80, -1.96, 1.03], [-1.30, -0.24, 2.04], [0.26, 0.20, -0.18], [-0.69, -0.55, 0.95], [0.25, 1.12, 0.07], [-0.42, 0.32, 0.25], [-1.67, 4.93, -1.50], [7.92, -0.46, 5.31], [-3.39, -3.43, -5.36], [-3.35, -0.12, 3.33], [-0.99, 0.56, -2.31], [-1.57, 2.54, -2.23], [0.48, -6.21, 1.39], [1.91, 3.09, 3.18], [0.11, 0.26, -0.29], [0.00, 0.32, 0.40], [-0.14, 0.34, -0.32], [0.05, -0.24, 0.35], [1.46, 2.11, 0.28], [0.85, 0.18, -0.61], [0.06, -1.96, 1.51], [-2.16, -0.26, -0.49], [-0.51, -0.05, -0.05], [0.30, -0.03, -0.25], [-0.49, -0.15, 0.08], [0.15, -0.04, -0.35], [6.65, -0.21, 1.22], [-6.68, 0.59, -2.60], [0.08, 0.31, -0.53], [-1.04, -1.71, 2.04], [0.62, 0.96, -1.14], [0.49, -0.27, 0.36], [-0.29, -0.08, 0.75], [0.20, -0.10, -0.46], [-1.39, -2.95, -2.35], [-0.40, -0.28, -0.15], [-0.94, -1.72, -2.82], [1.91, 3.80, 4.31], [0.08, 0.28, 0.36], [0.18, 0.04, 0.03], [0.33, 1.07, 0.01], [-0.17, 0.09, 0.41], [6.12, -3.92, 0.24], [-0.60, -1.11, -0.55], [-4.81, -3.18, -2.86], [-1.32, 8.93, 2.86], [0.21, -0.01, -0.28], [-0.10, 0.14, 0.34], [-0.09, 0.53, 0.14], [0.44, -1.20, -0.02], [-0.35, 2.01, -2.55], [0.73, 0.67, -0.01], [2.53, -0.90, 0.49], [-2.07, 0.08, 1.32], [0.26, -0.62, 0.21], [0.68, 0.02, -0.34], [-0.44, -0.71, 0.68], [-0.53, 0.11, -0.29], [-1.83, -0.02, -0.83], [-1.09, 2.95, 0.09], [5.74, -0.99, 0.72], [-3.78, -2.45, -0.01], [0.32, -0.57, 0.17], [0.60, 0.55, 0.05], [-0.01, 0.04, -0.40], [0.16, 0.40, 0.10]], "nbo_charge": [1.65, 1.59, -1.05, -0.09, -0.07, -0.97, 0.15, 0.16, 0.10, 0.16, 0.94, -0.91, -0.80, -0.91, 0.73, -0.68, -0.81, -0.82, 0.37, 0.42, 0.37, 0.41, 0.81, -0.72, -0.84, -0.83, 0.40, 0.40, 0.39, 0.42, 0.77, -0.62, -0.87, -0.90, 0.39, 0.41, 0.41, 0.38, 0.76, -0.65, -0.87, -0.86, 0.42, 0.39, 0.41, 0.40, 0.73, -0.70, -0.81, -0.83, 0.41, 0.40, 0.39, 0.40, 0.79, -0.82, -0.79, -0.81, 0.43, 0.41, 0.42, 0.40, 0.77, -0.72, -0.79, -0.83, 0.42, 0.39, 0.41, 0.39]}

{"formula": "C10H32O11", "method": "ωB97M-V with the def2-TZVPD basis set", "lumo_energy_ha": 0.004, "homo_ev": -9.7, "de_lowest_ev": 1.464, "energy_ev": -33407.692, "smiles": "OCCO.OCCO.OCCO.OCCO.OCCO.O", "symbols": ["O", "C", "C", "O", "H", "H", "H", "H", "H", "H", "O", "C", "C", "O", "H", "H", "H", "H", "H", "H", "O", "C", "C", "O", "H", "H", "H", "H", "H", "H", "O", "C", "C", "O", "H", "H", "H", "H", "H", "H", "O", "C", "C", "O", "H", "H", "H", "H", "H", "H", "O", "H", "H"], "coordinates": [[0.3489, -10.1244, 11.5938], [0.3905, -9.9191, 13.0318], [1.6215, -10.3839, 13.8216], [2.6389, -9.3407, 13.8122], [0.2383, -11.0609, 11.4139], [0.0915, -8.8813, 13.1785], [-0.4858, -10.4824, 13.3526], [2.0592, -11.3634, 13.6295], [1.2393, -10.3742, 14.8424], [3.0804, -9.4303, 12.9644], [4.2912, -10.9872, 9.2015], [4.0132, -9.6313, 9.3679], [4.9862, -8.9343, 10.3213], [4.6971, -9.4589, 11.5429], [3.8247, -11.4137, 9.9240], [4.0204, -8.9989, 8.4801], [3.0215, -9.6048, 9.8194], [4.8373, -7.8546, 10.3353], [6.0400, -9.0956, 10.0939], [5.0491, -10.3468, 11.4463], [4.2718, -7.9577, 16.4222], [5.3127, -7.2860, 17.1476], [5.6665, -6.0046, 16.3314], [4.7055, -4.9872, 16.4928], [3.5049, -7.3997, 16.2739], [4.9644, -6.8959, 18.1040], [6.1534, -7.9781, 17.1963], [5.6811, -6.2137, 15.2617], [6.6501, -5.6107, 16.5872], [3.8280, -5.2625, 16.2173], [7.9233, -11.6950, 16.6998], [7.0084, -11.1015, 15.7760], [7.4241, -11.1754, 14.3106], [7.2235, -12.4082, 13.7726], [7.7025, -12.6270, 16.6358], [6.0285, -11.5705, 15.8648], [6.8310, -10.0638, 16.0586], [8.4791, -10.9580, 14.1438], [6.8053, -10.5419, 13.6751], [7.9518, -12.9799, 14.0264], [7.7831, -6.3337, 12.4919], [7.2195, -5.5570, 11.3810], [6.0823, -4.5978, 11.7746], [6.6601, -3.4749, 12.4320], [7.1863, -7.0286, 12.7792], [8.0206, -4.9611, 10.9438], [6.9320, -6.3681, 10.7119], [5.3665, -5.1307, 12.4005], [5.6085, -4.1746, 10.8889], [7.1684, -3.9096, 13.1207], [6.0783, -8.2055, 13.6018], [5.5671, -8.6292, 12.9123], [5.6655, -8.4913, 14.4167]], "forces_ev_per_a": [[0.96, 0.50, 0.23], [-1.15, -1.58, -1.18], [-0.21, 2.45, 0.40], [-0.49, -1.12, -0.06], [-0.02, -0.05, 0.12], [0.77, 0.07, 0.19], [0.00, -0.19, 0.72], [-0.31, -0.05, -0.44], [0.25, -0.25, 0.22], [0.30, 0.26, -0.28], [0.62, -0.56, -0.27], [0.01, 1.87, 0.13], [-0.43, 0.72, -2.07], [0.17, -1.04, 2.82], [-0.02, -0.40, -0.21], [-0.14, -0.86, -0.74], [-0.14, 0.78, -0.01], [-0.28, 0.03, 0.00], [0.09, -0.13, -0.46], [-0.03, -0.51, 0.74], [0.39, -0.77, 0.35], [-0.52, 1.70, -1.73], [0.05, -0.83, -0.34], [-0.09, 0.74, 0.86], [0.05, 0.11, 0.13], [0.13, -0.52, 0.36], [-0.13, 0.08, 0.25], [0.37, -0.58, -0.06], [-0.17, 0.20, 0.29], [0.12, -0.16, -0.20], [-0.40, -0.01, -0.70], [-0.26, 0.72, -0.20], [0.34, 1.32, 0.42], [-0.45, -3.03, -0.80], [0.32, -0.25, 0.37], [-0.14, -0.21, -0.05], [0.39, 0.12, 0.13], [0.10, 0.86, 0.41], [0.15, 0.59, 0.49], [-0.04, -0.20, -0.08], [0.44, 1.94, -0.48], [-0.11, -1.56, 0.84], [1.03, -0.10, -0.50], [-0.31, -0.54, 0.27], [-0.47, -0.08, 0.14], [0.09, -0.19, 0.08], [-0.47, 0.54, -0.75], [-0.26, 0.08, 0.08], [-0.18, -0.33, -0.08], [0.37, 0.38, 0.49], [0.40, 0.25, 0.17], [-0.42, -0.33, -0.49], [-0.30, 0.13, 0.47]], "nbo_charge": [-0.74, -0.10, -0.11, -0.73, 0.46, 0.20, 0.16, 0.18, 0.19, 0.48, -0.71, -0.09, -0.10, -0.74, 0.47, 0.18, 0.18, 0.19, 0.18, 0.48, -0.74, -0.10, -0.09, -0.72, 0.46, 0.18, 0.19, 0.18, 0.18, 0.46, -0.71, -0.10, -0.09, -0.72, 0.46, 0.17, 0.17, 0.17, 0.18, 0.46, -0.77, -0.10, -0.10, -0.71, 0.50, 0.19, 0.16, 0.16, 0.18, 0.47, -0.99, 0.49, 0.50]}